Record 1
DFT (ωB97M-V/def2-TZVPD) results for 2 unconnected molecules or ions with the total composition C6H13NO2.

```
22
Properties=species:S:1:pos:R:3:forces:R:3
C -0.14727 -0.27675 2.06315 0.1 0.3 -0.1
C 0.52980 -0.81808 0.83743 0.8 -0.4 0.3
O 1.52182 -0.31124 0.34071 -0.7 -0.5 0.4
C -0.00263 -2.14866 0.31875 0.1 0.0 -0.5
N 0.66829 -2.66004 -0.85845 0.0 -0.1 0.0
H 0.24794 0.70279 2.31607 0.0 0.0 0.0
H 0.01551 -0.96320 2.89265 0.0 -0.1 0.1
H -1.21880 -0.19391 1.90098 -0.1 0.0 0.0
H -1.07000 -2.04320 0.10235 0.0 0.0 0.1
H 0.09031 -2.89012 1.12078 -0.1 0.2 0.0
H 0.59950 -1.99258 -1.61988 0.1 -0.1 0.1
H 1.65727 -2.78434 -0.66439 -0.1 0.1 -0.1
C 0.77820 2.33916 -0.77259 0.9 -0.5 0.4
C -0.60838 1.96491 -0.38084 0.1 -1.7 -0.2
C -1.20182 0.80301 -1.21827 0.0 1.2 -0.1
O -1.19281 2.39885 0.57728 -0.2 0.4 0.1
H 0.87667 2.41330 -1.85196 0.0 0.0 -0.1
H 1.08297 3.26437 -0.29268 0.1 0.0 0.0
H 1.43615 1.47398 -0.42205 -0.8 1.3 -0.5
H -1.56525 1.29402 -2.12477 -0.2 -0.1 -0.1
H -2.04328 0.34069 -0.71072 0.0 -0.1 0.0
H -0.45420 0.08702 -1.55354 0.1 0.0 0.2
```
Positions in Å, forces in eV/Å.

Its SMILES is CC(=O)CN.CC(C)=O.

Record 2
DFT (ωB97M-V/def2-TZVPD) results for 13 unconnected molecules or ions with the total composition H26O13.

```
39
Properties=species:S:1:pos:R:3:forces:R:3
O 3.52905 -0.52438 0.97259 -0.1 0.4 1.1
H 3.20714 -0.76376 1.87554 0.1 -0.4 -0.8
H 4.18203 -1.19168 0.75562 0.2 -0.3 -0.3
O -2.42150 3.09462 1.54813 0.6 0.6 1.4
H -1.86295 3.87739 1.77233 -0.3 -0.5 -0.3
H -3.03196 3.35313 0.85817 -0.4 0.2 -0.7
O 1.94971 0.00627 -1.20676 -0.2 -0.3 -1.1
H 1.17606 0.57042 -1.10593 0.8 0.0 0.8
H 2.54160 -0.14240 -0.43191 -0.8 0.9 0.6
O -3.51398 0.05203 1.02072 -0.1 -0.1 0.8
H -3.99690 0.09360 1.86826 -0.1 -0.3 -0.6
H -2.70423 0.51696 1.24494 -0.1 0.3 -0.1
O -1.23398 1.64784 0.35363 0.9 -1.3 -2.3
H -0.95014 0.73933 0.56656 0.2 0.3 0.8
H -0.64658 1.78488 -0.44422 -0.5 1.1 0.9
O 1.82960 -1.34352 3.15294 1.7 0.5 0.7
H 1.99999 -0.37063 3.13143 -1.2 -1.1 -0.3
H 1.24251 -1.71184 2.47000 0.1 1.2 0.3
O 3.38462 -2.30322 -1.04525 -1.3 -0.3 0.0
H 2.85788 -1.53258 -1.32173 0.7 -0.2 -0.5
H 2.62559 -2.78903 -0.66711 0.9 -0.3 0.0
O -3.10771 -2.60603 -1.35217 0.5 -0.1 0.1
H -3.16524 -1.96592 -0.64480 -0.5 0.6 0.3
H -2.49394 -3.23010 -0.94831 -0.1 -0.4 -0.4
O -2.72239 0.53747 -2.99740 0.3 0.5 0.9
H -2.79251 0.54263 -2.02133 -0.1 -0.1 -0.6
H -3.06825 -0.31723 -3.26257 -0.1 -0.6 -0.2
O 1.97655 1.36956 2.03636 -0.5 0.0 0.1
H 2.85400 1.13566 1.75126 0.8 -0.5 -0.6
H 2.11154 2.27425 2.29220 -0.3 0.8 0.4
O 0.61108 3.46852 -1.42810 -0.5 0.1 -2.5
H 0.16604 4.31876 -1.56318 -0.1 0.2 0.9
H 0.71439 3.32092 -2.41664 0.4 -0.5 1.6
O -0.27433 -1.96712 1.90871 -1.3 -0.7 -0.8
H -1.05731 -1.38936 1.87882 0.4 -0.6 0.3
H -0.59222 -2.89338 1.95540 0.1 0.8 0.0
O 0.03370 -1.53384 -3.24072 -0.2 0.7 -0.5
H -0.16799 -2.27191 -2.66860 0.1 -0.2 0.4
H 0.71155 -0.97115 -2.83298 0.0 -0.4 0.2
```
Positions in Å, forces in eV/Å.

Its total charge is +1. The spin multiplicity is 2.

Record 3
DFT (ωB97M-V/def2-TZVPD) results for a molecular structure, C34H41CaN2OP2S4.

```
85
Properties=species:S:1:pos:R:3:forces:R:3
Ca -0.54149 1.25991 -1.98528 0.0 0.6 -0.6
C 0.37497 -3.61670 6.02450 0.1 -0.6 -0.1
S -0.15059 -4.40888 4.48695 -0.3 0.8 0.4
C -1.21685 -3.15222 3.73123 -0.4 0.1 0.5
C -0.56522 -2.57171 2.48265 0.8 -0.8 0.0
C -1.44904 -1.56670 1.76104 -0.2 0.3 0.1
N -0.66051 -0.85509 0.74279 -0.5 0.3 -0.1
P -0.37455 0.85462 0.99949 -1.0 -1.0 0.3
C -0.10201 0.96007 2.77435 0.0 0.1 0.3
C -1.05616 1.69794 3.49289 0.4 -0.2 -0.1
C -0.91929 1.85337 4.86770 0.1 -0.2 0.1
C 0.16560 1.27796 5.53353 -0.2 0.0 -0.5
C 1.10478 0.53282 4.82265 0.1 -0.3 -0.7
C 0.98645 0.36159 3.43857 -0.7 0.4 0.5
C 2.38051 1.35531 0.86972 1.7 0.8 0.9
C 3.62081 0.73387 0.58314 -0.3 0.3 0.0
C 4.77460 1.21184 1.19026 -0.3 0.1 0.1
C 4.72416 2.30966 2.05342 -0.6 -0.2 -0.2
C 3.49756 2.94989 2.30521 0.7 -0.4 -0.2
C 2.34125 2.48030 1.72912 -0.1 -0.4 -0.2
P -0.87100 -1.21747 -0.95692 0.0 -0.6 0.4
C 0.60094 -2.11763 -1.46213 0.4 -0.6 0.1
C 1.57183 -2.66138 -0.59842 -0.1 -0.1 -1.0
C 2.62461 -3.40217 -1.15361 -0.4 0.4 0.3
C 2.72520 -3.57360 -2.52952 -0.2 0.0 -0.2
C 1.75683 -3.02901 -3.37959 0.1 0.1 0.4
C 0.70114 -2.29495 -2.84560 0.3 -0.2 0.2
C -2.14436 -2.44691 -1.09006 -0.9 -0.5 0.1
C -3.43373 -2.02625 -1.48685 0.5 -0.5 0.2
C -4.46340 -2.95850 -1.60823 0.3 0.1 0.2
C -4.22116 -4.30627 -1.32281 -0.2 0.4 0.0
C -2.95426 -4.72097 -0.92925 0.5 0.1 0.1
C -1.90565 -3.80723 -0.81554 -0.7 0.3 -0.3
H 1.06436 -4.29684 6.52193 0.0 -0.1 -0.1
H -0.48906 -3.45608 6.67272 -0.1 0.1 -0.2
H 0.89040 -2.68182 5.81945 -0.1 0.2 -0.2
H -1.43721 -2.36978 4.46123 0.2 -0.1 0.1
H -2.16738 -3.62546 3.48515 0.0 -0.4 0.0
H -0.29327 -3.39798 1.81461 -0.2 0.1 -0.1
H 0.38554 -2.13473 2.79064 -0.1 0.3 -0.2
H -1.85775 -0.83422 2.46959 0.1 -0.2 0.0
H -2.32638 -2.05994 1.31317 0.4 0.1 0.1
H -1.89473 2.13886 2.95606 0.1 0.0 0.2
H -1.67003 2.40656 5.41369 0.1 0.1 0.1
H 0.29217 1.41211 6.59510 -0.1 0.1 0.2
H 1.95383 0.07506 5.31697 0.0 0.1 0.1
H 1.73100 -0.19244 2.88246 0.1 0.0 0.1
H 3.65072 -0.11246 -0.09159 -0.1 0.0 0.0
H 5.72104 0.72223 1.00451 0.0 0.0 -0.1
H 5.62976 2.65432 2.52787 0.0 0.1 0.0
H 3.47735 3.79969 2.96081 -0.1 0.3 0.1
H 1.39730 2.96581 1.93670 0.0 0.1 0.0
H 1.51358 -2.51347 0.47407 0.0 0.0 -0.1
H 3.36937 -3.83074 -0.49284 0.0 0.0 -0.1
H 3.55647 -4.13982 -2.93901 -0.2 0.1 0.0
H 1.81125 -3.16824 -4.44916 0.1 -0.1 0.0
H -0.05226 -1.87698 -3.51981 0.1 -0.1 0.2
H -3.60118 -0.97117 -1.70341 -0.1 -0.2 0.0
H -5.44244 -2.61203 -1.90902 -0.1 -0.2 0.0
H -5.02785 -5.02978 -1.40819 0.1 0.1 0.0
H -2.75234 -5.76606 -0.72084 -0.1 0.0 -0.1
H -0.91323 -4.14309 -0.54701 0.1 0.0 0.0
C -1.40518 2.77949 -5.41296 0.1 -0.1 -0.2
C -0.05135 2.08818 -5.51034 0.2 -0.2 0.1
S 1.04269 2.09415 -4.04806 0.2 0.1 -0.5
C 1.49215 3.83333 -3.72325 0.2 -0.3 0.2
C 0.43295 4.74512 -3.11731 -0.1 0.4 -0.1
S -0.40684 4.03573 -1.66151 -0.2 -0.1 -0.1
C -2.18161 4.35444 -1.93871 -0.3 0.1 0.3
C -2.82004 3.98511 -3.28301 0.0 0.1 0.1
S -2.43434 2.32832 -3.95506 0.3 0.5 -0.2
H -2.01525 2.49053 -6.27336 0.2 0.1 0.0
H -1.26399 3.85986 -5.45457 -0.3 -0.1 0.2
H 0.54902 2.48283 -6.33606 -0.3 0.0 0.0
H -0.20303 1.02596 -5.72352 0.2 0.0 0.1
H 1.88202 4.22915 -4.66448 -0.1 0.2 0.2
H 2.34227 3.75224 -3.03170 -0.1 -0.1 -0.2
H -0.28871 5.05788 -3.87669 -0.1 -0.1 0.3
H 0.90637 5.65301 -2.73052 0.0 -0.1 -0.3
H -2.30276 5.41918 -1.72437 -0.3 -0.1 -0.2
H -2.70862 3.82174 -1.13089 0.3 0.1 -0.1
H -2.58765 4.74242 -4.03450 0.0 -0.3 -0.1
H -3.90716 3.96993 -3.18481 0.1 0.3 0.2
O 1.26876 0.32398 -0.91707 -0.2 1.7 2.9
N 1.21932 0.86033 0.37148 0.9 -1.1 -3.5
```
Positions in Å, forces in eV/Å.

Its total charge is +3.

Record 4
DFT (ωB97M-V/def2-TZVPD) results for a single C23H22N4O4 molecule.

```
53
Properties=species:S:1:pos:R:3:forces:R:3
C -3.05499 2.51803 1.00527 -0.1 0.0 0.0
C -1.77553 2.21759 1.11638 0.1 0.0 -0.1
C -0.65681 3.06027 0.57973 0.0 0.2 0.2
N 0.35097 2.25097 -0.06249 -0.1 0.2 0.1
C 1.62197 2.09874 0.41256 0.3 0.3 0.5
O 2.08402 2.64683 1.39992 0.1 -0.1 -0.1
C 2.29562 1.10722 -0.48179 0.6 0.1 0.3
N 3.45169 0.57486 -0.34007 -0.3 -0.2 -0.5
N 4.28387 0.95965 0.62385 -0.3 1.1 0.5
C 5.34401 0.16680 0.99739 0.2 -0.4 -0.2
O 6.18544 0.56713 1.76441 0.0 0.0 0.0
C 5.25786 -1.26129 0.47049 0.2 -0.2 -0.1
N 4.01778 -1.84131 0.93523 0.2 -0.1 0.3
C 2.98966 -2.11449 0.07277 0.1 -0.2 0.1
O 3.17770 -2.31245 -1.11112 0.0 0.0 -0.2
C 1.66097 -2.08269 0.70822 -0.5 0.0 -0.2
C 0.56041 -2.07537 -0.05465 0.7 -0.1 0.1
C -0.79996 -1.80631 0.35410 -0.6 0.1 0.0
C -1.17429 -1.56935 1.68203 -0.1 0.0 -0.2
C -2.46972 -1.24061 2.00415 -0.2 0.0 0.0
C -3.44627 -1.13007 1.00941 0.2 0.0 -0.1
O -4.68646 -0.77432 1.43311 0.3 0.0 0.2
C -5.71800 -0.65726 0.48212 -0.2 0.0 -0.2
C -3.09233 -1.37875 -0.31323 -0.5 0.1 0.1
C -1.79007 -1.71440 -0.62495 0.4 -0.1 0.3
C 1.32980 0.76486 -1.50052 -0.4 -0.1 -0.4
C 1.39422 -0.07167 -2.59964 0.0 0.2 0.2
C 0.26409 -0.18234 -3.39793 -0.1 -0.1 -0.1
C -0.89378 0.51917 -3.09649 0.0 0.0 0.0
C -0.97172 1.35698 -1.98928 0.0 0.1 0.1
C 0.15308 1.47614 -1.20119 0.3 -0.5 -0.6
H -3.82004 1.89103 1.42841 -0.1 -0.2 0.1
H -3.38831 3.41270 0.50374 0.0 0.2 -0.2
H -1.46226 1.31426 1.62246 0.0 -0.1 0.1
H -0.14731 3.57041 1.40654 -0.1 0.0 -0.2
H -1.03497 3.81276 -0.12054 0.0 0.0 0.1
H 4.09470 1.80758 1.16548 0.0 -0.3 -0.1
H 6.12211 -1.82469 0.83212 -0.1 0.2 -0.1
H 5.22139 -1.27701 -0.62223 0.1 0.0 0.1
H 3.79857 -1.68608 1.90792 -0.1 0.0 -0.1
H 1.62697 -1.94001 1.77853 -0.1 0.1 0.1
H 0.71041 -2.22712 -1.11646 0.1 0.0 -0.1
H -0.44087 -1.64244 2.47009 0.1 0.0 0.1
H -2.76077 -1.05429 3.02624 0.0 0.0 0.1
H -5.49223 0.11382 -0.26163 0.0 0.0 0.0
H -6.60498 -0.36810 1.04362 0.0 0.0 -0.1
H -5.90613 -1.60853 -0.02506 0.0 0.0 0.0
H -3.82089 -1.31226 -1.10561 -0.1 0.0 -0.1
H -1.52657 -1.90099 -1.65531 0.0 0.0 -0.1
H 2.29412 -0.62907 -2.80175 0.1 -0.1 0.0
H 0.28479 -0.82641 -4.26396 0.0 -0.1 -0.1
H -1.75984 0.41412 -3.73339 -0.1 0.0 -0.1
H -1.88109 1.88772 -1.75703 -0.1 0.0 0.0
```
Positions in Å, forces in eV/Å.

Its SMILES is C=CCN1C(=O)/C(=N\NC(=O)CNC(=O)/C=C/c2ccc(OC)cc2)c2ccccc21.

Record 5
DFT (ωB97M-V/def2-TZVPD) results for a gas-phase ion, C5H8NO2 (charge -1).

```
16
Properties=species:S:1:pos:R:3:forces:R:3
C -0.61116 -1.09993 2.97815 1.1 0.9 1.2
C -0.50410 -0.91633 1.66844 -0.3 -1.1 0.5
C -0.36084 0.38075 0.99035 0.3 0.6 -0.8
C 0.68584 0.28912 -0.14206 0.3 0.5 -1.1
N 1.32667 1.60945 -0.25505 0.0 0.0 1.2
C -0.01307 -0.12584 -1.50352 -1.0 -0.1 0.5
O -0.26357 0.80486 -2.29722 0.3 0.1 -0.1
O -0.36130 -1.32836 -1.59255 0.4 0.1 0.2
H -0.52909 -0.27132 3.69598 -0.4 0.2 -0.5
H -0.42069 -2.00621 3.53655 -0.5 -0.6 -0.6
H -0.40008 -1.81126 1.05685 -0.2 0.3 -0.3
H -1.23723 0.78652 0.48170 -0.5 -0.5 0.1
H -0.11127 1.18124 1.69934 0.4 -0.3 0.1
H 1.44357 -0.48831 0.00863 -0.1 0.2 0.5
H 0.61763 2.29463 0.00341 0.2 0.0 -0.2
H 1.53023 1.80597 -1.21558 -0.1 -0.1 -0.6
```
Positions in Å, forces in eV/Å.

Its total charge is -1. Its SMILES is C=CC[C@H](N)C(=O)[O-].

Record 6
DFT (ωB97M-V/def2-TZVPD) results for a molecular structure, C23H67O11S10Tl.

```
112
Properties=species:S:1:pos:R:3:forces:R:3
Tl 2.38135 1.79407 -3.64746 -0.5 -0.1 0.7
C 1.12665 0.48236 0.95249 0.1 0.7 0.0
C 0.65854 -0.03243 -0.44941 2.7 -1.0 0.0
C -0.81248 -0.40814 -0.36174 -1.7 0.7 -0.4
O 0.89294 0.85578 -1.42815 -1.2 0.3 -0.3
H 2.21143 0.59119 0.97507 0.0 -0.2 -0.2
H 0.80481 -0.24770 1.69032 -0.1 0.1 0.1
H 0.72118 1.47922 1.11729 -0.3 -0.1 0.3
H 1.33901 -0.88946 -0.62274 -0.7 -0.3 -0.1
H -1.17471 -0.90588 -1.26282 0.3 0.0 -0.1
H -1.40328 0.50830 -0.27624 0.1 0.1 -0.1
H -1.14034 -1.00405 0.49058 0.8 -0.2 0.2
C -2.41654 2.05534 2.38101 0.3 0.5 0.2
S -1.44482 3.61959 2.42125 -2.0 0.2 1.3
O -2.42217 4.66158 1.96860 0.8 -0.1 -0.6
C -1.44341 3.80122 4.25150 0.5 -0.5 -0.4
H -2.13766 1.51122 3.28217 0.0 -0.5 -0.3
H -2.23886 1.54484 1.43865 0.3 -0.2 0.2
H -3.47655 2.30677 2.40874 0.1 0.3 0.2
H -2.42901 3.76905 4.71253 -0.2 0.0 -0.5
H -0.98173 4.76032 4.47163 0.1 0.0 0.0
H -0.85156 2.97248 4.64375 0.2 0.2 0.1
C -0.20565 -2.00822 -6.73920 -0.2 0.1 -0.8
S 0.39875 -1.84661 -5.03269 -0.2 1.5 0.2
O 0.99639 -0.46316 -4.76545 0.2 -1.2 -0.5
C -1.17652 -1.73783 -4.13397 0.2 -0.6 -1.2
H 0.57406 -1.77823 -7.46794 0.3 0.2 0.5
H -1.06822 -1.40829 -7.03530 0.0 0.3 0.6
H -0.47095 -3.04313 -6.97074 0.1 -0.1 0.6
H -1.86157 -2.42739 -4.63178 0.0 -0.4 0.6
H -1.61783 -0.74951 -4.23358 0.4 0.2 0.1
H -0.88785 -2.00396 -3.12423 -0.4 0.0 0.1
C 0.39230 0.32307 6.88756 0.2 0.1 -0.4
S 0.74068 0.31948 5.10731 0.6 0.5 -0.1
O 2.10380 0.92598 4.90896 -0.7 -0.5 -0.1
C 0.93976 -1.48525 4.89673 1.1 0.4 1.4
H -0.62842 -0.05392 6.94953 0.2 -0.4 0.5
H 0.41920 1.32095 7.32486 -0.1 0.3 -0.6
H 1.19983 -0.20459 7.39430 -0.4 -0.5 0.0
H 1.41314 -1.68101 3.93837 -0.6 0.0 -0.3
H 0.06604 -2.05853 5.19779 -0.3 0.1 -0.6
H 1.71953 -1.75263 5.61983 0.0 0.1 0.0
C 5.01996 2.96217 0.96779 0.1 -0.8 -0.6
S 4.96108 2.59457 -0.83852 0.5 0.2 0.6
O 3.52947 2.79991 -1.26227 0.0 0.2 -0.3
C 5.92067 4.06749 -1.30245 0.1 0.2 0.5
H 4.18577 2.41258 1.40120 0.0 0.1 0.1
H 5.01011 4.01736 1.22364 -0.1 0.1 -0.2
H 5.94403 2.48719 1.29927 0.0 0.2 0.1
H 6.63535 4.22207 -0.49308 -0.1 0.1 0.1
H 5.18981 4.87599 -1.32063 0.1 0.1 -0.1
H 6.53860 4.04569 -2.19738 -0.5 -0.5 -0.3
C -4.16155 -1.04813 1.26980 0.9 0.1 -0.4
S -3.85221 -2.54188 2.31060 -1.0 -0.2 -1.3
O -4.68202 -3.64470 1.69707 0.8 0.9 0.6
C -4.72984 -1.94892 3.76522 -0.8 -0.5 -0.4
H -3.84891 -0.16662 1.83054 -0.5 0.0 0.2
H -5.15083 -0.97503 0.82040 -0.4 -0.2 0.7
H -3.50677 -1.02439 0.39159 0.2 -0.6 0.2
H -4.86441 -2.82954 4.39393 0.5 0.2 0.3
H -5.75328 -1.68815 3.48813 0.1 0.3 -0.2
H -4.21307 -1.11321 4.22822 0.1 -0.1 0.2
C -0.13486 6.08414 -1.42082 -1.0 -0.5 -0.4
S 1.28965 4.98791 -1.46927 0.3 -0.1 0.0
O 1.11416 3.97212 -2.59531 -0.4 0.4 0.5
C 0.99118 4.08645 0.07251 0.7 -0.2 -0.2
H 0.04934 6.81629 -0.63838 0.0 0.0 0.0
H -1.05980 5.52938 -1.23335 0.2 -0.1 0.5
H -0.35546 6.55918 -2.37714 0.8 0.2 0.0
H 1.97392 3.69314 0.33570 -0.1 -0.1 -0.1
H 0.33606 3.24577 -0.15143 -0.1 0.1 -0.1
H 0.63090 4.67351 0.91138 -0.2 0.4 -0.3
C 4.64466 -1.99608 -0.31204 -0.1 1.3 1.0
S 4.43057 -1.42198 -2.01868 -0.6 -0.4 -0.9
O 3.73364 -0.07259 -2.04005 0.0 -0.5 0.6
C 3.16894 -2.63498 -2.53288 0.4 -0.5 0.6
H 5.29545 -1.26812 0.18544 0.2 0.0 -0.4
H 5.13475 -2.95575 -0.16827 -0.2 -0.2 -0.6
H 3.73322 -1.89797 0.28439 -0.3 -0.4 -0.4
H 3.67607 -3.60270 -2.50834 0.0 0.0 0.0
H 2.76062 -2.48853 -3.52910 0.4 0.5 -0.1
H 2.34964 -2.66970 -1.81336 0.0 0.2 0.1
C -3.08061 -3.54332 -1.43572 -0.1 0.2 1.0
S -3.75005 -5.01491 -2.27737 0.8 -0.3 0.2
O -2.66512 -5.56870 -3.14931 -0.3 0.3 0.3
C -3.85525 -6.02996 -0.77043 -0.8 -0.1 -0.3
H -2.55046 -3.83308 -0.52325 0.2 -0.3 -0.2
H -3.92889 -2.95952 -1.07085 -0.1 0.0 -0.2
H -2.42347 -2.92227 -2.03820 -0.3 -0.3 -0.4
H -4.42404 -5.47337 -0.02191 0.3 0.2 0.0
H -2.87534 -6.33421 -0.41031 0.1 0.2 -0.1
H -4.46864 -6.90100 -1.00310 0.2 -0.1 -0.2
C 1.17029 -5.01374 3.04461 -0.8 0.3 0.5
S 0.43310 -5.25222 1.39533 -0.5 0.1 -0.1
O -1.04548 -5.47473 1.49417 0.9 0.3 0.3
C 0.61738 -3.51452 0.90848 0.0 0.4 -0.2
H 2.25332 -4.92062 2.99776 0.0 -0.1 -0.2
H 0.87824 -5.82140 3.71483 0.1 -0.3 -0.4
H 0.74075 -4.12058 3.50361 0.0 0.1 -0.2
H 1.67107 -3.22449 0.90919 0.0 -0.1 0.0
H 0.05737 -2.84314 1.56369 0.0 -0.3 0.3
H 0.20121 -3.36749 -0.08952 0.1 -0.3 -0.1
C -1.26108 4.45162 -4.80822 0.3 0.5 0.5
S -1.47110 2.67372 -4.55062 0.5 0.9 0.2
O -0.13043 2.03725 -4.78668 0.0 -0.1 0.3
C -1.77703 2.71334 -2.76499 -0.1 0.0 0.0
H -0.73932 4.70936 -5.72744 -0.2 -0.5 -0.3
H -0.62090 4.82370 -4.00352 0.0 -0.3 0.1
H -2.21107 4.98304 -4.75613 -0.2 -0.3 -0.1
H -2.36711 3.59449 -2.51220 -0.3 -0.2 -0.2
H -0.83207 2.80136 -2.22333 0.3 -0.2 -0.4
H -2.28908 1.78863 -2.50998 -0.1 0.1 0.1
```
Positions in Å, forces in eV/Å.

Its total charge is +2.

Total energy for every record listed, in sequence, given in a.u.: -441.63973; -993.24714; -4457.10999; -1409.63161; -400.59015; -5897.47836.